75
Properties=species:S:1:pos:R:3:forces:R:3 method="wB97M-V/def2-TZVPD" multiplicity=1 e_homo_ev=-7.86 lumo_energy_ev=-1.5 relative_energy_kcal_mol=26.9
Ca 0.535148 0.043910 -0.352684 -2.79 -0.84 0.43
S 4.824535 0.842833 -2.857754 0.01 0.28 -0.01
S 3.221522 1.335330 -0.728925 0.68 0.13 -0.51
S -2.307739 3.644799 1.863555 -0.12 -0.04 -0.04
S -1.678284 1.721305 -0.419825 0.23 0.29 0.27
F 3.030074 -0.972887 -3.611295 -0.08 -0.07 -0.08
F 4.037013 3.722233 -1.557555 0.15 0.16 -0.04
F 5.054680 -1.333036 -4.275858 -0.05 -0.13 -0.10
F 2.551606 3.754616 0.004791 -0.07 0.13 0.05
F 1.966073 3.291007 -2.016358 -0.14 0.10 -0.15
F 4.503830 -1.711442 -2.215402 0.03 -0.11 0.00
O 3.108035 1.274216 0.699618 0.20 -0.10 -0.18
O 3.900942 1.682978 -3.567608 0.09 -0.15 0.03
O -6.452292 -1.936749 4.367480 -0.01 0.00 -0.03
O 6.210127 0.858927 -3.190052 0.00 0.02 0.28
O 2.143817 0.629315 -1.453896 2.18 1.09 -1.00
N -0.241475 -0.671926 -2.636326 0.16 0.14 -0.53
N -2.449667 -0.901503 1.558106 -0.01 -0.11 0.16
N -7.361545 -1.952407 2.301050 0.06 -0.05 0.02
N 0.149838 0.765506 1.770760 -0.27 0.51 0.98
N 1.880958 -1.257558 1.115856 0.52 -0.35 0.47
N -0.267181 -1.887449 -2.853068 -0.12 -0.54 0.06
N 4.644878 0.948335 -1.252922 -0.42 0.05 -0.15
N -0.357172 -2.244149 -0.463951 0.00 -0.32 -0.34
N -0.665958 1.792081 2.153129 -0.06 -0.12 -0.31
C -1.434613 2.270915 1.191160 0.10 -0.12 0.24
C 3.593684 -2.290397 3.022619 0.03 -0.02 0.07
C -0.314768 -4.095828 -1.971954 0.01 -0.17 -0.17
C -0.131167 0.438918 -6.198911 0.00 0.07 0.00
C -0.306453 -2.739423 -1.700453 -0.12 0.11 0.06
C -4.658171 -1.755838 1.227861 -0.04 -0.03 -0.07
C 0.004313 1.813962 -6.009211 -0.01 -0.07 -0.06
C -4.978934 -1.506330 2.555177 -0.13 -0.04 0.00
C -3.230717 4.312346 0.471242 -0.01 -0.02 0.03
C 2.648229 -1.340066 3.368816 0.08 -0.02 0.17
C 0.813317 0.208422 2.710327 0.25 -0.08 -0.02
C 0.024484 2.340745 -4.730741 -0.01 0.06 0.01
C -0.450539 -4.479212 0.377250 -0.02 -0.07 0.00
C 4.312598 -0.902620 -3.265436 0.00 0.16 0.20
C -4.010616 -0.949364 3.372437 0.04 0.06 0.06
C -2.768559 -0.658020 2.829438 0.02 0.01 -0.11
C 2.794850 -2.173843 0.792519 -0.18 0.18 0.00
C -3.386009 -1.438750 0.780733 0.06 0.08 0.03
C 1.809790 -0.832559 2.389527 -0.25 0.05 -0.12
C -0.195032 0.129877 -3.825884 -0.02 0.00 0.16
C 2.929689 3.158842 -1.119009 0.00 -0.35 0.11
C 3.677203 -2.718181 1.707966 0.03 -0.02 0.03
C -0.228123 -0.406280 -5.112901 0.01 -0.14 0.04
C -0.083554 1.497268 -3.636495 0.00 0.08 0.14
C -6.321927 -1.817461 3.166481 0.01 0.02 -0.02
C -0.429176 -3.107254 0.551299 -0.06 0.21 -0.05
C -0.384061 -4.981838 -0.911465 -0.01 -0.07 -0.03
H -2.628385 5.033758 -0.076590 -0.03 -0.02 -0.04
H -3.537003 3.506370 -0.191399 -0.04 0.05 0.02
H 0.689256 0.539050 3.738618 0.05 -0.01 0.05
H 4.263473 -2.691445 3.772577 0.00 0.02 -0.01
H -0.153725 0.030344 -7.200721 0.01 0.00 0.01
H -0.516763 -5.133228 1.236256 0.00 0.03 -0.02
H 2.823430 -2.480935 -0.249471 -0.01 0.05 0.03
H -0.268974 -4.424383 -3.001372 0.00 0.01 0.04
H -1.996511 -0.193775 3.435827 -0.02 -0.02 -0.03
H -0.393628 -6.049490 -1.089646 0.01 0.02 0.00
H 2.568581 -0.972259 4.383353 0.00 -0.03 0.00
H -0.320215 -1.474955 -5.243477 0.01 0.02 -0.02
H -4.238614 -0.750115 4.410894 0.02 0.00 -0.03
H 0.094621 2.469754 -6.865709 0.00 -0.01 0.01
H -5.360617 -2.212788 0.541423 0.02 0.01 0.02
H -0.086118 1.902037 -2.633463 0.01 0.01 -0.02
H -3.106213 -1.615300 -0.253239 0.00 -0.01 0.02
H 4.411217 -3.447055 1.392889 -0.03 0.02 0.01
H -7.278549 -1.748514 1.323471 0.00 0.06 0.01
H -0.484165 -2.669299 1.539449 0.02 0.03 -0.01
H -4.108017 4.803420 0.890665 0.03 0.02 -0.02
H -8.274525 -2.113039 2.688931 -0.01 0.00 0.02
H 0.130923 3.406679 -4.577981 0.00 -0.02 0.00



68
Properties=species:S:1:pos:R:3:forces:R:3 method="wB97M-V/def2-TZVPD" multiplicity=5 e_homo_ev="-2.60 / -4.88" lumo_energy_ev="2.3 / 2.3" total_charge=-1
Te -3.132270 1.437329 -2.829993 0.01 0.06 0.00
Br -0.355217 2.921675 -0.463586 -0.11 0.26 -0.51
Co -1.478550 1.106463 0.862017 0.48 -1.03 0.18
Cl -6.322807 3.902229 0.866329 0.01 0.02 -0.05
Cl -3.719323 2.578799 1.090226 -0.25 0.23 0.29
P 1.810696 0.236496 0.407883 -0.01 -0.28 0.05
P -3.095697 -0.439247 -1.423935 0.54 0.00 0.32
F 0.912960 5.375638 0.519432 -0.06 -0.04 -0.01
F 3.422159 5.839841 1.440704 0.00 -0.01 0.13
F 5.308944 3.863313 1.086144 0.04 0.00 -0.05
F 4.575689 1.362473 0.581935 -0.11 -0.03 -0.08
O -1.986217 -1.508247 -1.909747 0.08 -0.21 -0.39
O -0.748874 1.981976 3.470020 0.04 0.06 -0.08
O -4.474264 -1.223215 -1.602668 -0.31 -0.41 0.10
O -2.772135 -0.292167 0.048383 -0.26 0.43 -0.30
C -1.885860 -1.963542 -3.274521 -0.01 0.06 0.47
C -5.504037 -2.011028 0.455238 -0.04 0.00 0.08
C 3.868965 -2.815930 2.190631 -0.05 0.11 -0.09
C -1.056206 -3.227013 -3.261176 0.06 -0.06 -0.09
C 3.998386 3.566277 0.967450 0.03 0.17 0.17
C 1.570406 -0.257657 -3.620613 -0.13 0.03 0.16
C 3.594146 2.294505 0.748807 -0.10 -0.28 0.03
C 3.784555 -0.983173 3.745859 -0.03 0.05 -0.08
C 0.158827 -0.243693 0.703304 -0.01 0.09 -0.06
C -2.473516 0.392451 3.708668 -0.11 -0.08 -0.04
C 3.232401 -2.029669 1.236415 0.08 -0.12 0.06
C 2.236900 -0.245469 -1.299641 -0.09 0.13 0.03
C 1.333985 3.047350 0.428037 0.01 -0.22 0.29
C 3.524376 -0.607228 -1.678755 0.18 -0.03 -0.17
C 3.061472 4.615663 0.993508 0.24 0.10 -0.19
C 1.756018 4.332166 0.650927 -0.11 0.03 0.08
C 3.827417 -0.816607 -3.020326 -0.02 0.00 0.18
C -1.574997 1.305769 2.876242 -0.07 0.02 0.12
C 2.887571 -0.712684 1.526058 -0.14 -0.09 -0.02
C -4.763049 3.588934 0.076645 0.05 -0.08 0.07
C 2.852257 -0.638221 -3.990384 0.03 -0.01 -0.04
C 2.214409 1.908635 0.612020 0.27 0.67 -0.14
C 3.155118 -0.194051 2.789411 0.11 -0.05 0.10
C -4.725383 -2.392894 -0.783350 -0.04 0.31 -0.04
C 4.144056 -2.291758 3.446593 -0.02 0.04 0.02
C 1.258712 -0.065991 -2.278908 -0.03 -0.13 -0.17
H -4.260375 4.532414 -0.078925 0.00 0.10 -0.03
H -0.125316 -0.958309 -0.070149 -0.03 -0.05 -0.03
H -0.972199 -3.629584 -4.275029 0.02 0.03 0.07
H -3.449398 0.880990 3.807086 0.02 -0.03 -0.02
H 2.861371 0.824804 3.022220 0.01 -0.07 0.00
H 0.248669 0.218685 -1.999251 0.05 0.03 -0.05
H 2.998029 -2.448955 0.264338 -0.01 0.01 0.05
H 4.626565 -2.908084 4.196966 0.00 0.04 -0.04
H 0.163375 -0.761352 1.663538 -0.06 0.03 0.09
H 3.987694 -0.572777 4.728308 -0.01 -0.02 -0.05
H -2.055183 0.220122 4.704473 0.00 0.04 -0.03
H -1.424372 -1.178779 -3.872492 0.04 0.08 -0.03
H -3.784893 -2.878782 -0.526257 0.11 0.03 0.02
H 4.830136 -1.110929 -3.304653 0.00 0.02 0.01
H -5.727431 -2.907117 1.041732 0.00 0.05 -0.02
H 3.094206 -0.786808 -5.036027 -0.01 0.00 0.02
H -6.445733 -1.528734 0.184187 0.06 -0.03 -0.01
H 0.806681 -0.101925 -4.374028 0.01 0.00 0.04
H 4.143320 -3.837394 1.953190 -0.03 0.04 0.01
H -1.516874 -3.985104 -2.624334 -0.01 0.04 -0.04
H -0.051930 -3.027454 -2.882182 -0.04 0.03 -0.02
H 4.299635 -0.713247 -0.929051 -0.02 0.01 -0.04
H -4.926778 3.057398 -0.847980 -0.07 -0.05 -0.19
H -5.296954 -3.072995 -1.410632 -0.05 -0.04 -0.10
H -4.923876 -1.322483 1.069377 0.00 -0.03 -0.03
H -2.880235 -2.146459 -3.682316 -0.12 -0.01 0.03
H -2.640163 -0.555613 3.186616 0.00 0.05 0.05



23
Properties=species:S:1:pos:R:3:forces:R:3 method="wB97M-V/def2-TZVPD" multiplicity=2 e_homo_ev="-19.47 / -19.46" lumo_energy_ev="-7.1 / -12.7" total_charge=+2 relative_energy_kcal_mol=60.2
O 0.538374 1.631064 -1.168217 0.08 -0.35 0.72
N 0.104893 0.268098 1.472060 0.18 0.11 1.07
N -1.557207 0.278722 -0.932431 -1.55 -0.99 -2.32
C 0.684342 0.361876 -1.844009 -0.63 2.39 -1.14
C -0.508391 -0.513703 -1.409148 2.28 0.10 0.77
C -0.049112 -1.187397 1.156252 -0.31 -0.12 -1.78
C 0.727033 0.472575 2.843093 2.14 -0.42 -0.06
C -0.057665 -1.591881 -0.361726 -0.26 0.03 0.45
H 0.934454 -0.451217 3.367880 -1.11 -0.52 0.05
H 0.665304 0.738654 0.765496 0.27 0.30 -0.15
H -0.586343 -2.536441 -0.475619 -0.44 0.14 0.17
H -1.693804 1.191099 -1.378205 0.40 0.39 0.62
H -2.449561 -0.222222 -0.835857 0.08 0.12 0.68
H 0.579481 0.677822 -2.887754 0.03 -0.89 -0.24
H 0.684034 2.397178 -1.746778 0.27 -0.37 0.13
H 0.947483 -1.868208 -0.622066 0.50 0.14 -0.40
H 0.183680 1.176933 3.445231 -0.17 0.26 0.03
H -0.766593 -1.077413 -2.336380 -0.70 -0.13 0.26
H -0.744945 0.830332 1.545274 -0.36 -0.54 -0.48
H 0.852049 -1.671934 1.496609 -0.08 -0.18 0.77
H 1.680049 -0.067247 -1.740847 -0.19 -0.24 0.38
H -0.959783 -1.551895 1.598977 -0.02 -0.09 0.66
H 1.782654 0.732460 2.696703 -0.40 0.87 -0.18



45
Properties=species:S:1:pos:R:3:forces:R:3 method="wB97M-V/def2-TZVPD" multiplicity=1 e_homo_ev=-10.11 lumo_energy_ev=-0.4 relative_energy_kcal_mol=115.0
O 1.305723 0.568976 0.596452 4.41 0.19 -1.36
O 0.718974 3.736239 -3.272326 -1.44 6.27 -0.39
O 0.207813 0.175628 -2.817183 -0.35 1.46 -3.66
O -2.374140 0.139228 -1.192619 0.20 -1.29 2.96
O 3.309378 -1.910879 1.039212 -3.53 -1.01 -6.85
O 0.043564 1.988179 3.848191 -2.56 4.04 2.31
O -2.730374 3.675402 2.274266 0.18 2.34 -1.67
O -1.948147 -1.678664 1.399030 0.14 0.52 0.89
O 2.738001 0.901075 -2.922816 1.37 0.10 -0.15
O 2.793648 -1.805820 -2.342935 1.06 -1.15 0.88
O 0.581586 -2.452371 -0.385111 -0.32 2.40 -1.11
O -2.204806 -3.542772 -0.298679 -1.78 -3.75 -0.12
O 0.956864 -1.778845 2.156106 -2.11 -0.02 0.24
O -2.527075 3.178268 -0.832812 -2.71 0.03 -0.57
O -2.026567 0.546847 3.109058 1.85 0.02 -0.23
H 1.098805 -1.906628 3.074581 0.41 -0.08 1.20
H -0.126292 3.551644 -2.984138 -1.97 -1.84 0.82
H -2.586331 2.227370 -0.890964 -0.46 -0.91 -0.04
H -1.403068 -3.188590 -0.574095 2.75 1.66 -0.68
H -1.301963 -2.087348 2.025066 -0.68 0.13 -1.22
H 3.237581 0.142504 -2.553156 -0.68 0.62 -0.44
H 3.712280 -1.840461 -1.916883 -2.16 -0.54 -0.62
H 0.707647 0.569305 -3.640889 -1.55 -1.23 2.54
H -1.969759 -4.514284 -0.391633 -0.94 1.56 0.31
H 3.723651 -1.665215 1.746100 4.16 2.16 6.60
H -2.808868 0.958888 3.334706 -2.40 2.66 0.96
H -1.636999 3.267765 -0.661739 3.20 0.77 0.73
H 0.936419 -0.086788 -2.299196 1.30 -0.36 1.13
H 0.206103 -1.519202 -0.203690 0.67 -2.02 0.25
H -2.526524 -2.339602 0.983068 0.69 -0.26 0.61
H 0.199399 1.181807 3.455415 -0.22 -2.82 -1.32
H -2.998219 4.045864 1.384850 1.02 0.25 1.15
H -2.471180 0.120171 -2.111935 0.04 -0.36 -2.19
H 0.527930 1.010247 0.795820 -2.40 1.55 0.69
H 1.218386 -2.189002 -1.090444 -0.74 -0.21 0.91
H -2.441328 -0.278827 3.033245 0.07 -2.87 -0.92
H 2.012439 1.279743 0.389052 -2.07 -1.67 0.50
H -2.240893 -0.800711 -0.866093 -0.26 1.85 -0.62
H 1.790147 -1.753218 1.708003 0.73 0.05 -0.57
H 2.310929 -2.667435 -2.187646 1.50 1.16 -0.44
H 1.393695 3.197966 -3.417802 3.35 -4.48 -0.37
H 3.360322 1.322910 -3.538931 -0.22 -0.18 0.32
H -3.251237 2.926010 2.142870 -1.17 -2.64 0.41
H -0.972923 2.118522 4.023056 3.41 -0.89 -0.92
H 3.455424 -2.823876 0.875578 0.22 -1.19 0.03



19
Properties=species:S:1:pos:R:3:forces:R:3 method="wB97M-V/def2-TZVPD" multiplicity=1 e_homo_ev=-13.76 lumo_energy_ev=-4.9 total_charge=+1 relative_energy_kcal_mol=45.6
O -1.595818 1.691991 2.184703 0.06 0.06 -0.54
O -0.348447 -5.542839 1.903914 -0.06 -0.57 -0.21
N 0.170078 0.762455 0.086827 0.02 0.56 -0.58
C 0.590734 -0.383765 0.454326 -0.78 0.07 -0.09
C 0.483828 1.429080 -1.147369 -0.31 -0.54 -0.54
C -0.236706 2.494490 -1.465450 0.26 0.11 0.53
C 1.440657 0.750073 -2.070670 0.54 -0.06 1.03
H 0.999388 -0.144753 -2.500558 -0.02 -0.09 -0.18
H -2.229820 2.191327 1.655654 -0.19 0.04 0.36
H -0.073890 3.001931 -2.391577 0.09 0.12 -0.42
H 1.728261 1.451342 -2.833131 0.04 0.07 -0.43
H -2.021684 1.535629 3.034348 0.03 -0.01 0.00
H -0.510231 1.299242 0.648933 0.39 -0.64 0.60
H -0.954548 2.948936 -0.805344 -0.21 -0.02 0.23
H 0.204149 -0.785640 1.377463 0.12 -0.02 0.21
H 2.359424 0.463689 -1.528155 -0.27 0.06 -0.27
H -1.283007 -5.787166 1.934729 0.14 0.14 0.05
H 0.083557 -6.381573 1.667026 -0.08 0.47 0.14
H 1.194078 -0.994450 -0.205674 0.23 0.23 0.11